No. 1
# C39H48NO2RhSe

A structure of composition C39H48NO2RhSe in a non-equilibrium geometry (ωB97M-V/def2-TZVPD, the Open Molecules 2025 dataset).

Positions of all 92 atoms, in Å:
Rh -0.216 -1.395 -2.522
C 3.415 3.331 1.862
C 3.527 3.516 0.342
C 2.829 4.823 -0.028
C 4.998 3.623 -0.082
C 2.921 2.309 -0.346
C 1.799 2.358 -1.163
C 1.363 1.215 -1.795
Se -0.233 1.263 -2.924
C -1.626 1.155 -1.545
C -1.896 2.255 -0.768
C -2.861 2.183 0.238
C -3.507 0.964 0.410
C -3.273 -0.167 -0.356
C -2.329 -0.078 -1.411
O -2.090 -1.054 -2.237
C -3.996 -1.451 0.037
C -5.507 -1.224 -0.114
C -3.640 -1.766 1.501
C -3.633 -2.682 -0.794
C -3.156 3.396 1.103
C -3.719 4.514 0.217
C -4.163 3.092 2.213
C -1.858 3.871 1.769
C 2.050 -0.030 -1.703
O 1.690 -1.021 -2.451
C 3.115 -0.102 -0.764
C 3.511 1.065 -0.143
C 3.804 -1.395 -0.348
C 3.253 -2.658 -1.006
C 5.294 -1.307 -0.706
C 3.613 -1.551 1.172
H 3.823 4.198 2.377
H 2.369 3.222 2.143
H 3.948 2.449 2.203
H 3.346 5.648 0.456
H 2.854 4.992 -1.101
H 1.798 4.826 0.313
H 5.449 4.515 0.345
H 5.577 2.762 0.241
H 5.067 3.685 -1.166
H 1.248 3.272 -1.317
H -1.337 3.161 -0.951
H -4.239 0.885 1.194
H -5.848 -0.383 0.481
H -5.742 -1.025 -1.158
H -6.053 -2.110 0.201
H -4.029 -1.017 2.185
H -4.058 -2.730 1.786
H -2.560 -1.811 1.624
H -3.902 -2.553 -1.837
H -2.572 -2.907 -0.730
H -4.179 -3.541 -0.406
H -4.629 4.184 -0.279
H -3.949 5.387 0.823
H -2.999 4.806 -0.543
H -5.121 2.776 1.809
H -3.784 2.319 2.877
H -4.335 3.988 2.804
H -1.111 4.147 1.032
H -2.062 4.743 2.387
H -1.446 3.083 2.397
H 4.336 1.008 0.551
H 3.348 -2.614 -2.087
H 3.816 -3.516 -0.646
H 2.209 -2.806 -0.752
H 5.401 -1.251 -1.788
H 5.771 -0.435 -0.269
H 5.809 -2.196 -0.351
H 2.556 -1.478 1.422
H 3.972 -2.527 1.495
H 4.148 -0.791 1.736
C 0.036 -1.100 2.138
C 0.017 -2.470 2.500
C -0.071 -3.413 1.512
C -0.122 -3.034 0.157
N -0.075 -1.690 -0.160
C -0.010 -0.782 0.801
C -0.197 -3.930 -0.947
C -0.334 -5.331 -0.835
C -0.286 -6.136 -1.948
C -0.172 -5.604 -3.229
C -0.135 -4.217 -3.378
C -0.116 -3.410 -2.269
H 0.102 -0.323 2.880
H 0.086 -2.757 3.539
H -0.085 -4.463 1.760
H 0.031 0.255 0.481
H -0.478 -5.773 0.138
H -0.353 -7.208 -1.831
H -0.112 -6.245 -4.094
H -0.092 -3.780 -4.373

Output
HOMO-LUMO gap (spin up / spin down): 6.01 / 6.24 eV
2S+1: 5

Atomic partial charges in e from the Mulliken method, atoms 1 to 6: -0.53 -1.54 1.86 -1.97 -1.71 -1.00

=====

No. 2
# C39H49AsIN7O2PtS2

A structure of composition C39H49AsIN7O2PtS2 in a non-equilibrium geometry (ωB97M-V/def2-TZVPD, the Open Molecules 2025 dataset).

Positions of all 102 atoms, in Å:
Pt -0.547 -0.128 0.254
C -3.620 -0.225 4.145
N -4.227 0.228 2.892
C -3.602 0.716 1.832
S -1.883 1.032 1.877
N -4.278 1.065 0.748
C -5.714 0.901 0.584
H -4.077 -1.168 4.435
H -3.782 0.516 4.926
H -2.552 -0.358 4.001
H -5.238 0.235 2.870
H -3.748 1.692 0.129
H -6.007 -0.125 0.816
H -5.968 1.100 -0.454
H -6.279 1.593 1.213
C 4.288 3.693 -0.060
C 2.914 3.878 -0.146
C 2.053 2.888 0.302
C 2.572 1.714 0.839
C 3.945 1.512 0.902
C 4.800 2.511 0.455
As 1.375 0.405 1.580
C 2.439 -1.130 2.043
C 3.282 -1.005 3.150
C 4.139 -2.039 3.488
C 4.155 -3.203 2.729
C 3.326 -3.318 1.624
C 2.476 -2.281 1.264
C 0.878 1.143 3.300
C 0.666 0.295 4.385
C 0.303 0.821 5.616
C 0.143 2.193 5.765
C 0.344 3.035 4.682
C 0.711 2.514 3.449
H 4.959 4.470 -0.400
H 2.513 4.793 -0.561
H 0.980 3.027 0.203
H 4.357 0.594 1.300
H 5.870 2.361 0.512
H 3.288 -0.098 3.741
H 4.795 -1.936 4.341
H 4.816 -4.015 3.000
H 3.337 -4.230 1.043
H 1.867 -2.378 0.377
H 0.790 -0.777 4.288
H 0.161 0.159 6.460
H -0.124 2.605 6.728
H 0.228 4.105 4.795
H 0.879 3.191 2.622
C -4.918 4.169 -1.187
C -3.504 4.661 -1.485
C -2.542 3.538 -1.734
N -2.301 2.589 -0.898
N -1.402 1.652 -1.358
C -0.992 1.920 -2.579
N -0.178 1.133 -3.304
S -1.668 3.378 -3.219
H -5.601 5.011 -1.086
H -4.943 3.613 -0.249
H -5.289 3.527 -1.988
H -3.123 5.250 -0.648
H -3.508 5.324 -2.350
H 0.446 0.516 -2.791
H 0.140 1.457 -4.202
C 2.681 -1.364 -3.911
C 3.145 -0.798 -2.562
C 4.144 -1.762 -1.910
C 3.800 0.578 -2.765
C 1.980 -0.641 -1.679
C 0.995 -0.483 -0.994
H 3.551 -1.559 -4.541
H 2.043 -0.656 -4.444
H 2.140 -2.300 -3.776
H 5.020 -1.859 -2.552
H 3.702 -2.752 -1.782
H 4.470 -1.393 -0.936
H 4.626 0.487 -3.471
H 4.188 0.968 -1.824
H 3.086 1.300 -3.166
O 1.178 -4.103 -2.161
C 0.101 -4.871 -2.693
N -0.278 -4.384 -3.979
C -1.248 -3.470 -4.261
O -1.592 -3.209 -5.391
C -1.915 -2.751 -3.117
C -3.297 -2.643 -3.123
C -3.904 -1.863 -2.154
C -3.106 -1.171 -1.263
N -1.771 -1.243 -1.278
C -1.189 -2.057 -2.166
H 1.723 -4.675 -1.611
H -0.759 -4.817 -2.023
H 0.401 -5.914 -2.796
H 0.184 -4.756 -4.797
H -3.872 -3.156 -3.882
H -4.979 -1.763 -2.104
H -3.533 -0.512 -0.526
H -0.110 -2.110 -2.139
I -0.900 -3.678 0.852
C -0.991 -1.684 1.576
H -0.320 -1.653 2.427
H -2.013 -1.586 1.913

Output
HOMO-LUMO gap: 7.73 eV
charge: +2
energy relative to the best compared isomer or geometry (same formula, charge and spin): 1.434 eV
2S+1: 1

Atomic partial charges in e from the Mulliken method, atoms 1 to 6: 4.48 -0.64 -0.07 -0.01 0.01 0.46

=====

No. 3
# C39H49AuN3OPSSi3

A structure of composition C39H49AuN3OPSSi3 in a non-equilibrium geometry (ωB97M-V/def2-TZVPD, the Open Molecules 2025 dataset).

Positions of all 98 atoms, in Å:
Au -0.508 0.580 0.171
C 0.106 0.138 3.564
Si 1.780 0.658 2.796
C 2.940 -0.837 2.629
C 2.661 1.955 3.877
C 1.385 1.578 1.109
Si 2.856 1.406 -0.136
C 4.404 2.226 0.623
C 2.275 2.287 -1.740
C 3.415 -0.338 -0.671
Si 0.731 3.351 1.405
C 2.062 4.710 1.504
C -0.495 3.615 2.841
C -0.321 3.678 -0.170
C -0.501 4.972 -0.640
C -1.331 5.194 -1.727
C -1.959 4.109 -2.318
C -1.726 2.848 -1.798
N -0.932 2.659 -0.754
H 0.274 -0.626 4.317
H -0.595 -0.262 2.837
H -0.375 0.974 4.059
H 2.970 -1.369 3.575
H 3.956 -0.523 2.413
H 2.650 -1.550 1.867
H 2.928 1.493 4.821
H 2.043 2.817 4.095
H 3.576 2.309 3.416
H 4.245 3.248 0.940
H 5.196 2.237 -0.120
H 4.771 1.667 1.477
H 1.921 3.290 -1.544
H 1.487 1.719 -2.219
H 3.116 2.344 -2.423
H 4.337 -0.627 -0.180
H 3.589 -0.361 -1.743
H 2.664 -1.092 -0.453
H 2.800 4.482 2.266
H 1.615 5.662 1.781
H 2.587 4.852 0.564
H 0.017 3.657 3.796
H -1.250 2.839 2.905
H -1.014 4.563 2.720
H 0.006 5.789 -0.157
H -1.487 6.196 -2.101
H -2.618 4.236 -3.162
H -2.194 1.973 -2.223
O 0.419 -0.590 -1.703
P 0.109 -2.019 -2.025
C 0.468 -3.132 -0.630
C 0.486 -2.593 0.649
C 0.662 -3.412 1.748
C 0.861 -4.771 1.567
C 0.871 -5.313 0.291
C 0.664 -4.497 -0.807
C 1.065 -2.669 -3.420
C 0.492 -2.847 -4.671
C 1.255 -3.385 -5.695
C 2.569 -3.755 -5.457
C 3.143 -3.563 -4.211
C 2.394 -3.012 -3.188
C -1.662 -2.190 -2.406
C -2.397 -1.010 -2.458
C -3.759 -1.043 -2.696
C -4.387 -2.263 -2.887
C -3.657 -3.443 -2.856
C -2.294 -3.414 -2.616
H 0.362 -1.520 0.773
H 0.649 -2.988 2.737
H 1.011 -5.411 2.420
H 1.042 -6.368 0.148
H 0.675 -4.910 -1.806
H -0.544 -2.586 -4.835
H 0.821 -3.524 -6.674
H 3.146 -4.212 -6.246
H 4.168 -3.853 -4.035
H 2.822 -2.866 -2.207
H -1.870 -0.079 -2.313
H -4.325 -0.123 -2.743
H -5.447 -2.290 -3.076
H -4.155 -4.386 -3.027
H -1.726 -4.332 -2.595
N -2.406 -2.660 0.593
C -2.844 -1.589 1.257
N -2.523 -0.345 1.020
C -3.227 0.514 1.841
C -3.219 1.901 1.785
C -3.996 2.615 2.680
C -4.771 1.971 3.643
C -4.812 0.593 3.706
C -4.053 -0.122 2.792
S -3.959 -1.846 2.598
H -1.992 -2.547 -0.323
H -2.784 -3.563 0.830
H -2.621 2.398 1.037
H -4.010 3.693 2.627
H -5.356 2.551 4.340
H -5.417 0.078 4.433

Output
HOMO-LUMO gap: 4.60 eV
charge: +2
energy relative to the best compared isomer or geometry (same formula, charge and spin): 2.161 eV
2S+1: 1

Atomic partial charges in e from the Mulliken method, atoms 1 to 6: 4.31 -0.54 0.18 -0.78 -1.08 -0.49